Entry 1:
Density functional theory data (ωB97M-V/def2-TZVPD) for a molecular structure, C18H21I2N2NiO3Se2.

Computed properties:
⟨S²⟩: 2.01
Gap between HOMO and LUMO (spin up / spin down) in eV: 5.98 / 6.10
HOMO level (spin up / spin down) in eV: -3.7 / -3.8
Total charge: -1
Spin multiplicity: 3

Each line ends with the Löwdin spin population.
Geometry (Å):
Ni: -0.708 -0.119 -0.674  1.6378
I: 0.928 6.465 2.080  0.0004
C: 0.223 4.506 1.791  0.0019
C: -1.108 4.207 2.036  -0.0001
C: -1.538 2.911 1.826  0.0023
I: -3.543 2.415 2.198  0.0002
C: -0.707 1.869 1.345  0.0039
O: -1.146 0.674 1.116  0.0317
C: 0.655 2.224 1.161  0.0016
C: 1.613 1.140 0.770  0.0011
N: 1.361 0.618 -0.589  0.0396
C: 2.254 -0.471 -0.949  0.0035
C: 1.798 -1.773 -0.330  0.0040
C: 2.604 -2.902 -0.317  0.0011
C: 2.092 -4.080 0.196  0.0011
C: 0.796 -4.094 0.693  0.0006
C: 0.066 -2.921 0.649  0.0029
N: 0.562 -1.787 0.151  0.0322
C: 1.099 3.520 1.365  -0.0004
H: -1.800 4.967 2.372  0.0000
H: 1.496 0.298 1.456  0.0000
H: 2.640 1.510 0.860  0.0011
H: 1.423 1.365 -1.268  0.0001
H: 3.289 -0.272 -0.650  0.0013
H: 2.234 -0.587 -2.034  -0.0004
H: 3.612 -2.855 -0.712  0.0002
H: 2.693 -4.981 0.207  0.0001
H: 0.356 -4.996 1.095  0.0002
H: -0.953 -2.871 1.014  0.0001
H: 2.144 3.759 1.200  0.0000
O: -5.125 1.318 -1.238  -0.0001
C: -4.107 0.334 -1.503  -0.0003
C: -3.562 0.492 -2.924  0.0023
C: -4.734 0.499 -3.937  0.0000
O: -5.540 1.673 -3.978  0.0000
C: -2.790 1.811 -3.058  0.0111
Se: -1.001 1.885 -2.221  0.1024
C: -2.696 -0.706 -3.363  0.0073
Se: -1.666 -1.744 -2.043  0.1034
H: -5.027 1.618 -0.332  0.0000
H: -4.513 -0.671 -1.367  0.0007
H: -3.302 0.464 -0.797  -0.0014
H: -5.349 -0.393 -3.747  0.0000
H: -4.312 0.394 -4.938  0.0000
H: -5.726 1.907 -3.060  0.0000
H: -3.376 2.619 -2.633  0.0008
H: -2.640 2.032 -4.115  0.0023
H: -1.966 -0.343 -4.082  0.0015
H: -3.324 -1.443 -3.867  0.0017

Atomic forces in eV per Å
Ni 0.6 0.7 -0.2
I -0.1 -0.1 0.0
C 0.0 0.2 0.0
C 0.1 -0.1 -0.1
C -0.2 -0.2 0.0
I 0.1 0.0 -0.1
C -0.2 0.0 0.1
O 0.2 0.2 0.0
C 0.1 0.0 0.0
C -0.1 0.0 -0.1
N -0.1 0.0 0.4
C -0.1 0.0 0.0
C 0.0 0.1 0.0
C 0.1 -0.1 0.1
C 0.0 0.0 0.0
C 0.0 0.0 0.0
C 0.1 0.0 0.1
N -0.3 -0.2 0.1
C 0.0 0.0 0.0
H 0.0 0.0 0.0
H 0.0 0.0 0.0
H 0.1 0.0 0.0
H -0.1 0.1 -0.1
H 0.1 0.0 0.0
H 0.0 0.0 0.0
H 0.0 0.0 0.0
H 0.0 0.0 0.0
H 0.0 0.0 0.0
H 0.0 0.0 0.0
H 0.0 0.0 0.0
O -0.1 -0.2 -0.3
C -0.1 0.0 -0.2
C -0.1 0.2 0.0
C 0.0 0.1 0.0
O 0.2 -0.2 0.1
C 0.2 -0.1 0.0
Se -0.2 -0.2 0.2
C 0.0 -0.1 0.1
Se -0.4 -0.3 -0.2
H 0.1 0.1 0.1
H -0.1 0.0 0.0
H 0.3 0.0 0.3
H 0.0 0.1 0.0
H 0.0 0.0 -0.1
H 0.0 0.0 0.1
H -0.1 0.1 0.0
H 0.0 0.0 0.0
H 0.0 0.1 -0.1
H 0.0 0.0 0.0

=====

Entry 2:
Density functional theory data (ωB97M-V/def2-TZVPD) for 2 unconnected molecules or ions with the total composition C21H47O6P2S at a distorted geometry.

Computed properties:
Gap between HOMO and LUMO in eV: 9.88
HOMO level in eV: -12.1
Total charge: +1

Each line ends with the Löwdin charge.
Geometry (Å):
C: 2.100 -2.680 -3.731  -0.0629
C: 3.632 -2.117 -4.081  -0.3362
O: 3.916 -2.185 -5.553  -0.1142
C: 3.846 -0.578 -3.557  -0.0723
C: 4.984 -0.403 -2.389  -0.2494
O: 4.494 -0.123 -0.999  -0.2324
S: 5.270 1.316 -0.476  0.8699
O: 4.057 2.320 -0.378  -0.3436
O: 6.065 1.317 0.854  -0.3004
O: 6.290 1.703 -1.791  -0.2861
C: 6.308 0.552 -2.754  -0.3073
P: 7.986 -0.344 -2.331  0.8166
O: 7.941 -1.901 -2.687  -0.5248
H: 1.589 -1.947 -2.948  0.0658
H: 1.425 -2.779 -4.686  0.0944
H: 2.149 -3.734 -3.211  0.0856
H: 4.367 -2.907 -3.583  0.1544
H: 4.919 -2.286 -5.579  0.1149
H: 4.134 0.072 -4.507  0.1387
H: 2.821 -0.143 -3.171  0.1241
H: 5.399 -1.508 -2.243  0.1437
H: 6.356 0.921 -3.888  0.1666
H: 9.057 0.209 -3.170  0.0333
H: 8.375 -0.139 -0.932  0.0444
C: -5.731 0.371 -1.071  -0.1018
C: -5.467 -0.136 0.336  -0.2568
C: -4.984 0.951 1.293  -0.2240
C: -3.529 1.393 1.122  -0.2663
P: -2.246 0.380 1.815  0.9969
C: -2.705 0.035 3.533  -0.2703
C: -3.120 1.161 4.478  -0.2287
C: -2.023 2.066 5.046  -0.2645
C: -0.831 1.335 5.642  -0.1000
C: -0.726 1.286 1.926  -0.2693
C: -0.014 1.862 0.712  -0.2110
C: 0.815 0.908 -0.138  -0.2531
C: 1.670 -0.082 0.638  -0.1010
C: -2.100 -1.258 1.143  -0.2635
C: -1.586 -1.624 -0.243  -0.2225
C: -2.178 -0.877 -1.434  -0.2604
C: -3.168 -1.715 -2.231  -0.1016
H: -4.850 0.829 -1.515  0.0619
H: -6.049 -0.453 -1.713  0.0795
H: -6.539 1.117 -1.068  0.0881
H: -4.759 -0.961 0.299  0.0737
H: -6.402 -0.556 0.729  0.1208
H: -5.137 0.598 2.317  0.0994
H: -5.632 1.828 1.174  0.1272
H: -3.439 2.361 1.631  0.1113
H: -3.320 1.620 0.073  0.0904
H: -1.906 -0.560 3.985  0.1022
H: -3.561 -0.650 3.468  0.1028
H: -3.625 0.694 5.335  0.1255
H: -3.870 1.795 3.995  0.1035
H: -2.470 2.686 5.833  0.1181
H: -1.682 2.774 4.288  0.0882
H: -1.139 0.698 6.477  0.0868
H: -0.100 2.058 6.019  0.0848
H: -0.318 0.713 4.904  0.0529
H: -0.020 0.738 2.555  0.1000
H: -0.987 2.175 2.505  0.0887
H: 0.674 2.637 1.079  0.1290
H: -0.737 2.379 0.071  0.1145
H: 1.475 1.502 -0.785  0.1075
H: 0.157 0.379 -0.824  0.0700
H: 2.427 0.438 1.235  0.0870
H: 2.182 -0.756 -0.056  0.0673
H: 1.071 -0.707 1.309  0.0598
H: -3.072 -1.748 1.272  0.1004
H: -1.441 -1.790 1.842  0.1126
H: -1.733 -2.704 -0.380  0.1271
H: -0.503 -1.505 -0.251  0.0819
H: -1.367 -0.606 -2.123  0.1068
H: -2.637 0.059 -1.129  0.0705
H: -2.663 -2.562 -2.704  0.0839
H: -3.616 -1.107 -3.026  0.0819
H: -3.969 -2.102 -1.598  0.0691

Atomic forces in eV per Å
C 0.1 0.2 0.2
C -0.2 -1.0 0.2
O 1.3 0.0 2.4
C -0.4 1.1 -0.1
C 1.2 -3.1 -1.0
O 2.9 2.6 -1.3
S -3.4 4.5 4.3
O 4.9 -3.9 -1.1
O -2.4 -1.2 -5.7
O -2.0 -2.0 0.7
C -0.3 0.0 0.5
P 0.6 -5.3 -1.7
O -0.4 4.7 1.2
H 1.0 -1.5 -1.7
H 1.5 0.4 1.8
H 0.0 2.1 -1.2
H -1.3 2.0 -0.7
H -2.0 0.2 -0.2
H -0.5 -1.4 2.0
H 2.1 -0.8 -0.6
H -0.5 2.4 -0.5
H -0.4 -0.6 2.7
H -1.1 0.3 0.9
H -0.7 0.4 -1.1
C -0.4 0.1 -0.1
C -0.3 0.0 0.0
C -0.3 -0.5 0.3
C -0.5 1.1 -0.5
P -0.1 -0.2 0.9
C -0.3 -0.5 0.3
C -0.2 0.5 0.3
C 0.0 0.2 0.0
C 0.1 0.1 0.1
C 0.8 0.8 0.1
C 0.4 0.3 -0.6
C 0.1 -0.1 -0.4
C 0.0 0.0 0.0
C 0.0 -1.5 -0.1
C 0.7 0.1 -0.4
C 0.2 -0.3 -0.5
C -0.2 0.2 -0.2
H 0.1 0.0 -0.1
H 0.1 0.1 0.0
H 0.3 -0.2 0.0
H 0.1 -0.1 0.0
H 0.2 0.1 0.0
H 0.0 0.1 0.0
H 0.2 -0.1 0.0
H 0.3 -0.1 0.0
H 0.1 -0.1 0.0
H 0.1 0.0 -0.2
H 0.1 0.0 -0.1
H 0.0 0.0 -0.3
H 0.0 -0.1 0.1
H 0.0 -0.1 -0.2
H 0.0 0.0 0.0
H 0.1 0.0 -0.1
H -0.1 -0.2 0.0
H 0.0 0.0 0.1
H -0.2 -0.2 0.0
H -0.3 -0.2 0.3
H -0.3 -0.1 0.1
H 0.1 0.0 0.1
H -0.1 0.0 0.2
H -0.1 -0.2 -0.1
H -0.1 -0.1 -0.1
H 0.0 0.1 0.2
H 0.1 0.0 0.0
H -0.1 0.3 0.2
H -0.1 0.2 0.2
H -0.1 0.2 0.1
H 0.0 0.1 0.1
H -0.1 0.1 0.2
H -0.1 0.1 0.1
H -0.1 0.1 0.1
H 0.0 -0.2 0.1
H 0.0 0.0 -0.1

=====

Entry 3:
Density functional theory data (ωB97M-V/def2-TZVPD) for a molecular structure, C6H10F3O4Rb at a distorted geometry.

Computed properties:
⟨S²⟩: 0.76
Gap between HOMO and LUMO (spin up / spin down) in eV: 6.23 / 5.56
HOMO level (spin up / spin down) in eV: -4.1 / -3.8
Total charge: -1
Spin multiplicity: 2

Each line ends with the Löwdin spin population.
Geometry (Å):
Rb: -16.730 10.527 2.975  0.0010
C: -16.738 9.491 -0.460  0.0000
O: -17.775 9.864 0.517  0.0001
O: -15.519 10.147 0.030  0.0000
C: -16.726 7.940 -0.841  0.0000
F: -15.705 7.417 -0.158  0.0000
F: -17.772 7.203 -0.496  0.0000
F: -16.464 7.611 -2.099  0.0000
C: -19.192 9.839 0.136  0.0000
C: -20.050 10.255 1.350  0.0000
H: -21.102 10.180 1.077  0.0000
H: -19.891 9.675 2.259  0.0000
H: -19.973 11.334 1.483  0.0000
H: -19.620 8.893 -0.196  0.0000
H: -19.481 10.535 -0.651  0.0000
H: -17.017 9.967 -1.400  0.0000
O: -15.268 13.035 3.723  0.2134
C: -14.237 12.431 4.548  0.0587
C: -13.360 11.201 4.044  0.0684
O: -13.922 9.879 3.891  0.6241
H: -14.802 12.173 5.443  0.0021
H: -13.573 13.156 5.019  0.0097
H: -12.505 11.134 4.716  -0.0006
H: -12.865 11.442 3.103  0.0230

Atomic forces in eV per Å
Rb 1.0 0.4 -0.3
C 2.7 3.4 0.4
O -2.1 -1.2 -0.8
O -3.9 -3.3 -1.4
C 2.1 0.7 2.3
F 0.8 -0.7 0.7
F -1.7 -0.2 0.3
F -0.2 0.8 -1.4
C 0.1 0.0 1.1
C 0.0 0.5 -0.8
H -0.1 -0.5 -0.1
H 0.2 0.1 0.0
H 0.5 0.0 0.6
H 0.8 -0.5 0.0
H 0.7 0.3 -0.3
H -0.4 0.2 -0.4
O 2.7 -1.8 1.0
C -4.0 1.4 -0.8
C 0.2 -2.6 -0.5
O 0.2 3.2 0.6
H 0.1 -1.2 0.5
H 1.0 0.3 -0.8
H 0.0 0.0 0.7
H -0.6 0.5 -0.6